Entry 1:
C24H19N3O3S | wB97M-V/def2-TZVPD

## Properties
Relative energy (zero: lowest compared OMol25 entry of this formula, charge and spin)   0.00 kcal/mol
SMILES string   O=C(CCN1c2ccccc2Sc2ccccc21)OCc1nnc(-c2ccccc2)o1
Multiplicity   1
Net charge   0
Frontier orbital gap   8.097 eV
HOMO level   -7.5 eV

Atoms and positions in Å:
O 0.841588 -0.965047 0.073046
C 1.072473 -0.064675 0.836749
C 1.432782 -0.227158 2.292242
C 0.277258 -0.924537 3.042378
N -0.906529 -0.097075 3.059661
C -0.995513 0.919858 4.019672
C -0.818260 0.608086 5.367295
C -0.907793 1.579909 6.346083
C -1.203620 2.888447 6.004926
C -1.415407 3.212005 4.677795
C -1.306851 2.240485 3.694990
S -1.532597 2.740618 2.011166
C -2.049626 1.196900 1.315096
C -2.809750 1.234637 0.155121
C -3.195210 0.060696 -0.465092
C -2.841467 -1.152915 0.099674
C -2.102513 -1.189461 1.266253
C -1.666260 -0.017751 1.883908
O 1.019169 1.228757 0.494020
C 0.655221 1.505745 -0.849152
C 1.503770 0.758765 -1.816684
N 2.791757 0.641982 -1.810920
N 3.121654 -0.118513 -2.866824
C 2.017553 -0.430647 -3.478068
C 1.880327 -1.229589 -4.673906
C 0.620891 -1.503268 -5.203991
C 0.511054 -2.266181 -6.351015
C 1.648155 -2.757674 -6.972100
C 2.901942 -2.487933 -6.443936
C 3.024110 -1.726850 -5.298224
O 0.941665 0.109700 -2.853111
H 1.633646 0.753283 2.724044
H 2.325445 -0.849692 2.356619
H 0.592799 -1.129301 4.065143
H 0.061626 -1.870448 2.544444
H -0.611971 -0.413068 5.649893
H -0.752911 1.309181 7.379496
H -1.274224 3.651337 6.764344
H -1.648031 4.224318 4.384266
H -3.074736 2.195734 -0.260298
H -3.768756 0.096164 -1.378441
H -3.143885 -2.077926 -0.366474
H -1.848473 -2.142975 1.701811
H 0.786893 2.584382 -0.963158
H -0.392900 1.229976 -1.018655
H -0.259655 -1.118844 -4.711619
H -0.464334 -2.479354 -6.762623
H 1.557063 -3.352901 -7.868597
H 3.785554 -2.873946 -6.929628
H 3.986881 -1.503236 -4.867621

Cartesian forces (eV/Å) of the 2 atoms listed first:
O -0.06 -0.06 0.04
C 0.13 -0.19 0.15



Entry 2:
C25H61N4NaO11 | wB97M-V/def2-TZVPD

## Properties
Relative energy (zero: lowest compared OMol25 entry of this formula, charge and spin)   15.29 kcal/mol
Multiplicity   1
Net charge   0
Frontier orbital gap   8.040 eV
HOMO level   -8.1 eV

Atoms and positions in Å:
Na 1.560224 2.186405 0.095106
O 0.980524 -2.071075 -0.306724
C 0.946584 -0.769315 -0.139684
O 1.429994 -0.377335 0.920216
O 0.619594 0.055715 -0.979174
H 1.211544 -2.186425 0.617896
C -4.982846 6.496105 -2.769194
O -3.990066 5.560815 -3.195334
C -2.720576 6.037175 -3.070594
C -1.645636 5.047915 -3.624484
N -1.578096 3.820125 -2.824684
C -0.747696 2.740815 -3.398684
C -1.148646 2.266885 -4.860784
O -0.473036 3.134335 -5.836514
C -0.717966 2.761715 -7.200164
H -4.778666 7.486825 -3.175264
H -4.923436 6.595905 -1.685404
H -5.987596 6.346585 -3.164454
H -2.443236 6.268535 -2.042164
H -2.602276 6.980435 -3.603844
H -0.672156 5.537805 -3.603384
H -1.810776 4.805185 -4.674204
H -2.509046 3.429325 -2.851204
H -0.886706 1.932475 -2.680794
H 0.306764 3.012865 -3.351784
H -2.233226 2.183655 -4.930394
H -0.814336 1.238895 -5.000734
H -0.137126 1.867865 -7.427654
H -0.466476 3.455935 -8.001974
H -1.776006 2.517735 -7.295734
C 6.158874 -1.477925 6.853176
O 5.691524 -1.389005 5.538686
C 4.284374 -1.427275 5.502286
C 3.859894 -1.483595 4.027986
N 2.438234 -1.166545 3.846996
C 1.460944 -2.133045 4.369666
C 1.737784 -3.572765 3.753446
O 1.435624 -3.578985 2.388206
C 1.647634 -4.934525 1.978826
H 7.244114 -1.574135 6.819866
H 5.721474 -2.301445 7.417616
H 5.956804 -0.642355 7.523316
H 3.916984 -0.495465 5.932246
H 3.914414 -2.293415 6.050956
H 4.180044 -2.418645 3.568326
H 4.361124 -0.668255 3.506366
H 2.234934 -1.139395 2.858036
H 0.445014 -1.830155 4.116226
H 1.451714 -2.198615 5.457646
H 1.135454 -4.285715 4.316476
H 2.752754 -3.951425 3.874116
H 2.648434 -5.262685 2.259576
H 1.484384 -4.956525 0.901346
H 0.847284 -5.494945 2.462006
C -3.555226 -8.443065 0.498286
O -2.468826 -7.696305 1.126166
C -1.531316 -7.211355 0.174526
C -2.132946 -6.175855 -0.851194
N -2.864576 -5.066915 -0.249174
C -1.935946 -3.996285 0.175246
C -2.554326 -3.143735 1.304336
O -2.959886 -3.943585 2.436076
C -1.930256 -4.607215 3.207256
H -4.271686 -8.739805 1.264266
H -3.070816 -9.337325 0.106176
H -4.111826 -7.839265 -0.218454
H -0.997206 -7.968995 -0.398904
H -0.874696 -6.667125 0.853326
H -2.891356 -6.574375 -1.525064
H -1.321946 -5.820635 -1.486954
H -3.260126 -5.394925 0.620336
H -1.686666 -3.322155 -0.644214
H -0.983016 -4.382345 0.537146
H -3.430336 -2.606705 0.940586
H -1.860136 -2.364445 1.618826
H -2.364566 -4.918635 4.157256
H -1.194466 -3.848735 3.474496
H -1.509536 -5.507795 2.759976
C 2.682994 4.167405 -4.990674
O 2.024694 4.900375 -3.920624
C 2.656144 4.709965 -2.657924
C 1.993994 5.339545 -1.335774
N 0.928754 4.470155 -0.837034
C 0.364044 4.925705 0.437366
C -0.838586 4.015425 0.840276
O -0.307946 2.886335 1.557896
C -1.182296 1.815755 1.854806
H 1.969294 4.272555 -5.807794
H 2.719904 3.111455 -4.722924
H 3.648664 4.631205 -5.191864
H 3.675674 5.077815 -2.773454
H 2.692814 3.627735 -2.533344
H 1.736544 6.378515 -1.541564
H 2.785724 5.466485 -0.597434
H 0.224184 4.396725 -1.556954
H 0.013004 5.957385 0.414636
H 1.149714 4.909875 1.192726
H -1.302876 3.760475 -0.112364
H -1.543836 4.509735 1.508396
H -0.798436 0.957525 2.406336
H -1.473246 1.378765 0.899566
H -2.076696 2.223595 2.325796

Cartesian forces (eV/Å) of the 2 atoms listed first:
Na -0.55 -0.97 0.00
O -0.93 -1.45 -0.68



Entry 3:
C18H32N4O8P | wB97M-V/def2-TZVPD

## Properties
Multiplicity   1
Net charge   +1
Frontier orbital gap   8.871 eV
HOMO level   -12.0 eV

Atoms and positions in Å:
C -3.543385 2.512135 2.218090
C -3.189882 1.216017 1.499577
N -2.287456 1.434794 0.361909
C -0.976949 2.005331 0.757216
C -0.929555 3.499957 0.440299
C 0.422336 4.099723 0.257818
C 1.703166 3.685848 0.474525
P 2.302730 2.081131 1.128434
C 2.602487 1.132343 -0.410657
C 4.025936 2.504772 1.584178
N 2.509874 4.761046 0.134755
C 1.787774 5.788689 -0.272381
N 0.524795 5.399381 -0.219573
N -0.560216 6.229027 -0.536356
C -0.956187 6.125519 -1.714709
O -1.422825 6.076507 -2.765538
C -2.156143 0.298631 -0.453494
C -1.474730 0.510195 -1.781283
O -2.619219 -0.770562 -0.151828
H -2.801932 2.774964 2.972632
H -3.706522 3.329375 1.518637
H -4.481325 2.361850 2.750825
H -4.102553 0.779320 1.100098
H -2.788029 0.470985 2.190871
H -0.876585 1.849608 1.829649
H -0.190464 1.468022 0.237651
H -1.483965 3.646349 -0.490147
H -1.455594 4.081072 1.198794
H 2.938527 0.135868 -0.126772
H 1.673080 1.048608 -0.972809
H 3.352458 1.593945 -1.053895
H 4.491124 3.192850 0.872791
H 4.612758 1.589821 1.550322
H 4.070488 2.964186 2.567700
H 3.515749 4.778780 0.194987
H 2.157930 6.755067 -0.564295
H -0.742850 1.315163 -1.743637
H -0.997641 -0.417961 -2.083311
H -2.231244 0.763476 -2.522343
C 6.658042 -3.390948 1.962491
O 5.499454 -4.203904 2.164704
C 4.345810 -3.615442 1.872774
O 4.210734 -2.486733 1.466424
O 3.365385 -4.481154 2.103305
C 2.051353 -3.990759 1.827243
H 7.506798 -4.006906 2.241382
H 6.742905 -3.098142 0.917898
H 6.620774 -2.506973 2.596182
H 1.954261 -3.725021 0.776334
H 1.824701 -3.129587 2.453236
H 1.373282 -4.804485 2.063023
C -4.274596 -7.180111 -3.247945
O -4.868391 -6.004608 -2.689093
C -4.080481 -4.932676 -2.698541
O -2.954750 -4.887377 -3.124179
O -4.748606 -3.916625 -2.156666
C -4.007649 -2.693371 -2.105023
H -5.026336 -7.959381 -3.171467
H -4.014921 -7.018862 -4.292098
H -3.388017 -7.465934 -2.685726
H -3.744260 -2.371314 -3.112602
H -3.114288 -2.808664 -1.502162
H -4.659598 -1.960285 -1.641735

Cartesian forces (eV/Å) of the 2 atoms listed first:
C -0.09 -0.35 0.19
C -0.41 0.13 -0.13



Entry 4:
C33H26BF10N3O4S2SeSr | wB97M-V/def2-TZVPD

## Properties
Relative energy (zero: lowest compared OMol25 entry of this formula, charge and spin)   64.98 kcal/mol
Multiplicity   1
Net charge   -2
Frontier orbital gap   6.153 eV
HOMO level   -2.5 eV

Atoms and positions in Å:
Sr -0.863838 -0.421873 -2.739727
S -3.326890 -1.307005 -1.667444
C -2.788436 -2.369178 -0.479157
N -1.630381 -2.413047 0.103331
C -1.572760 -3.309525 1.134650
C -0.495316 -3.476882 2.004556
C -0.590912 -4.388422 3.043872
C -1.745737 -5.146612 3.228557
C -2.837248 -4.982768 2.384181
C -2.750777 -4.061068 1.353159
S -3.956069 -3.579770 0.197133
H 0.394746 -2.878539 1.854074
H 0.241348 -4.515167 3.726707
H -1.794900 -5.868757 4.035456
H -3.742937 -5.557766 2.536211
O -0.019548 1.456307 -1.027637
C 0.528477 2.619030 -1.645072
C 0.285608 2.505463 -3.227943
O 0.351125 3.528834 -3.906663
O 0.112588 1.317058 -3.605360
C -0.098914 3.841990 -1.001973
C 0.050923 5.128909 -1.520699
C -0.475131 6.227566 -0.857789
C -1.165135 6.074096 0.335939
C -1.346016 4.796648 0.842745
C -0.819716 3.697086 0.181272
C 2.052517 2.645366 -1.477494
C 2.686152 1.721716 -0.649837
C 4.069275 1.690143 -0.541994
C 4.845776 2.590871 -1.249184
C 4.225469 3.521281 -2.071412
C 2.845786 3.548560 -2.186672
H 0.588671 0.736410 -1.252600
H 0.542468 5.265723 -2.469237
H -0.338324 7.215952 -1.281732
H -1.564981 6.937187 0.855891
H -1.898426 4.649708 1.763668
H -0.975008 2.709055 0.591401
H 2.113122 0.998376 -0.085337
H 4.538027 0.943071 0.085909
H 5.926593 2.559173 -1.178218
H 4.821343 4.221209 -2.645438
H 2.381679 4.236819 -2.875070
C 0.609562 -2.383779 -5.128331
C -0.896586 -2.146295 -5.364317
O -1.493668 -1.294886 -4.521620
C -1.600627 -3.530941 -5.250573
F -0.986362 -4.526777 -5.953790
F -1.606850 -3.928129 -3.967907
F -2.881246 -3.524478 -5.671242
C -1.061207 -1.632099 -6.821008
F -2.338675 -1.359611 -7.144355
F -0.359306 -0.499542 -7.004312
F -0.615369 -2.508644 -7.770903
H 0.745417 -2.882309 -4.168620
H 1.108482 -1.415820 -5.091126
H 1.046867 -2.994913 -5.915932
C -2.833691 -0.611615 4.592712
N -1.482707 -0.136166 4.444617
C -0.924079 0.240084 3.241029
Se -1.711840 0.344275 1.641042
N 0.378839 0.567327 3.525045
C 0.643095 0.427294 4.870098
C 1.772949 0.657001 5.630622
C 1.682876 0.428353 7.002009
C 0.497884 -0.001921 7.584192
C -0.644892 -0.228309 6.820284
C -0.553388 -0.015993 5.456103
H -3.242721 -0.755932 3.594420
H -3.446445 0.119151 5.126753
H -2.838271 -1.560688 5.131093
H 1.029034 0.821146 2.801459
H 2.691701 1.007097 5.179151
H 2.551037 0.594526 7.626754
H 0.457054 -0.161519 8.654266
H -1.569948 -0.556133 7.275377
F 1.076726 -1.120539 -2.113079
B 2.252326 -1.961542 -1.799365
F 2.788647 -1.477962 -0.605641
F 3.150426 -1.831107 -2.849920
F 1.800661 -3.265833 -1.670013

Cartesian forces (eV/Å) of the 2 atoms listed first:
Sr -2.12 -0.18 2.25
S -1.05 0.01 0.04



Entry 5:
C3H4N2O | wB97M-V/def2-TZVPD

## Properties
Relative energy (zero: lowest compared OMol25 entry of this formula, charge and spin)   59.80 kcal/mol
SMILES string   Oc1cn[nH]c1
Multiplicity   1
Net charge   0
Frontier orbital gap   9.292 eV
HOMO level   -8.6 eV

Atoms and positions in Å:
O -0.696261 1.348192 -1.364716
C -0.149706 0.484782 -0.491195
C 1.086832 -0.191033 -0.697509
N 1.351107 -1.100137 0.229907
N 0.190349 -1.009692 0.879369
C -0.726663 -0.066264 0.633105
H -1.489242 1.736789 -0.980325
H 1.815754 -0.050821 -1.473069
H 0.238869 -1.219961 2.059683
H -1.626183 0.084314 1.197090

Cartesian forces (eV/Å) of the 2 atoms listed first:
O -0.13 0.89 -0.63
C -0.24 -0.17 -0.35



Entry 6:
C3H3P | wB97M-V/def2-TZVPD

## Properties
Relative energy (zero: lowest compared OMol25 entry of this formula, charge and spin)   6.26 kcal/mol
SMILES string   [H]/P=C/C#C
Multiplicity   1
Net charge   0
Frontier orbital gap   7.998 eV
HOMO level   -8.8 eV

Atoms and positions in Å:
H 1.199260 0.293438 2.685697
P 1.590975 -0.145589 1.391575
C 0.118707 0.289118 0.480193
C -0.131661 -0.141125 -0.825591
C -0.745952 -0.390048 -1.863990
H -0.748340 0.783564 0.872466
H -1.282988 -0.689357 -2.740349

Cartesian forces (eV/Å) of the 2 atoms listed first:
H -0.21 0.26 -0.21
P -2.43 0.57 -1.69



Question: Among the records above, which one has the lowest net charge?
Answer: C33H26BF10N3O4S2SeSr



Question: Which of these has the lowest frontier orbital gap?
Answer: C33H26BF10N3O4S2SeSr